# 1
# CH5OP

A cluster of 2 separate species, CH5OP in total (ωB97M-V with the def2-TZVPD basis set, the Open Molecules 2025 dataset).

Last column: Mulliken charge in e.
Element x y z (Å)
C: 0.1609 -0.9059 0.4575  -0.825
O: 0.2331 1.5837 -0.0033  -0.497
P: -0.8577 0.3658 -0.3584  0.134
H: -0.2657 -1.8680 0.1385  0.319
H: 0.1583 -0.5613 1.5332  0.272
H: 1.1212 -0.8166 0.0595  0.282
H: -0.1409 2.4463 0.3130  0.335
H: -0.4093 -0.2439 -2.1399  -0.020

Atoms 1-2, force components in eV/Å:
-1.75 0.58 0.56
-0.52 0.88 0.15

Summary:
HOMO-LUMO gap: 9.713 eV
Strongest force on any atom: 3.23 eV/Å
ΔE to the lowest compared entry with this formula, charge and spin: 129.3 kJ/mol
Calculated total energy: -457.631923 a.u.

=====

# 2
# C30H88N4O12

A cluster of 12 separate species, C30H88N4O12 in total (ωB97M-V with the def2-TZVPD basis set, the Open Molecules 2025 dataset).

Last column: Mulliken charge in e.
Element x y z (Å)
C: -1.5692 -4.2482 -0.8685  0.255
O: -2.3961 -5.1466 -0.1541  -0.415
C: -3.3210 -4.4986 0.7178  -1.056
C: -2.7962 -3.4210 1.7595  2.304
C: -1.7299 -4.0457 2.6545  -0.974
N: -3.7932 -2.7818 2.6474  -0.798
H: -2.0990 -3.8888 -1.7507  0.114
H: -0.6836 -4.8327 -1.1182  0.053
H: -1.2607 -3.3841 -0.2801  -0.176
H: -4.1923 -4.0767 0.2169  0.349
H: -3.7780 -5.3070 1.2886  0.320
H: -2.3684 -2.6300 1.1435  -1.093
H: -1.1775 -3.2458 3.1475  -0.252
H: -1.0643 -4.7237 2.1202  0.399
H: -2.1962 -4.5757 3.4851  0.428
H: -4.3943 -2.2439 2.0396  0.365
H: -3.2770 -2.1120 3.1997  0.193
C: -2.0784 3.7614 2.1787  -0.759
O: -2.3248 3.3927 0.8009  -0.456
C: -2.5774 1.9947 0.7386  -0.548
C: -2.7740 1.4831 -0.6709  2.418
C: -4.1174 2.0742 -1.2504  -1.662
N: -3.0508 0.0811 -0.7087  -0.587
H: -1.1106 3.3952 2.5212  0.069
H: -2.9669 3.4860 2.7469  0.477
H: -2.1366 4.8394 2.3288  0.397
H: -1.7235 1.4458 1.1357  -0.078
H: -3.3569 1.7118 1.4460  0.471
H: -1.9333 1.7176 -1.3239  -1.303
H: -4.1537 3.1600 -1.1615  0.331
H: -4.9357 1.7296 -0.6182  0.376
H: -4.2712 1.8540 -2.3068  0.355
H: -2.9272 -0.3230 -1.6260  0.560
H: -2.2844 -0.3245 -0.1908  -0.193
C: 2.9597 3.6043 -1.3620  -0.971
O: 2.0246 3.4655 -0.2835  0.218
C: 0.6233 3.3166 -0.5883  1.176
C: 0.0827 4.6596 -1.1411  0.503
C: 0.0905 5.7648 -0.1085  -1.504
N: -1.3545 4.5164 -1.5511  -0.737
H: 2.7129 2.9563 -2.2031  0.210
H: 3.9461 3.5217 -0.9056  0.272
H: 2.9421 4.6127 -1.7756  0.337
H: 0.5696 2.4767 -1.2809  -0.881
H: 0.1068 2.9302 0.2903  -0.510
H: 0.7131 4.9324 -1.9875  0.552
H: -0.7171 5.8052 0.6224  0.264
H: 0.1995 6.7525 -0.5566  0.344
H: 0.9475 5.5661 0.5352  0.277
H: -1.8775 4.2001 -0.7471  0.685
H: -1.3702 3.7541 -2.2135  0.151
C: 4.3686 -0.7068 2.5571  -0.946
O: 3.7120 0.4933 3.0515  -0.569
C: 3.8488 1.6484 2.1672  0.254
C: 3.3438 2.8518 2.9903  0.063
C: 1.8485 2.6461 3.4652  -1.143
N: 3.3169 4.0673 2.2268  -0.758
H: 4.1836 -0.8020 1.4871  0.256
H: 3.8655 -1.5402 3.0475  0.302
H: 5.4423 -0.7818 2.7291  0.319
H: 4.8609 1.8380 1.8099  0.556
H: 3.2748 1.5073 1.2514  -0.298
H: 3.9521 2.9828 3.8853  0.446
H: 1.1502 2.2611 2.7220  -0.005
H: 1.3962 3.5183 3.9373  0.510
H: 1.8626 1.7758 4.1212  0.291
H: 2.7051 3.9843 1.4275  0.143
H: 4.2102 4.2630 1.7980  0.298
C: 0.8441 1.1902 -4.4557  -0.524
C: -0.0965 2.4205 -4.6961  0.376
C: -0.7572 2.4323 -6.1294  -1.600
O: -1.1476 2.5073 -3.6746  -0.464
H: 1.7058 1.1811 -5.1231  0.581
H: 0.3216 0.2376 -4.5433  -0.018
H: 1.2626 1.2625 -3.4518  -0.183
H: 0.4629 3.3306 -4.4797  0.429
H: -0.0687 2.7039 -6.9296  0.432
H: -1.6642 3.0368 -6.1370  0.357
H: -1.0493 1.4182 -6.4023  0.326
H: -1.5467 1.6389 -3.5845  -0.134
C: 3.2440 -6.2411 -1.7862  -1.423
C: 3.6479 -4.8597 -1.2154  0.513
C: 2.5130 -3.9784 -0.8151  -0.017
O: 4.3788 -5.1549 -0.0543  -0.569
H: 4.0224 -6.7869 -2.3193  0.454
H: 2.4813 -6.0819 -2.5484  0.251
H: 2.8499 -6.9169 -1.0272  0.399
H: 4.3472 -4.3507 -1.8788  0.035
H: 1.9745 -3.5358 -1.6531  -0.235
H: 2.8458 -3.2565 -0.0693  -0.078
H: 1.7926 -4.6142 -0.3005  0.274
H: 4.8461 -5.9538 -0.3091  0.348
C: -1.9958 1.1562 4.2198  -0.744
C: -2.2395 0.1173 5.3885  0.239
C: -3.4683 0.5109 6.1967  -1.606
O: -2.4373 -1.1896 4.9318  -0.392
H: -1.2004 0.7835 3.5744  -0.104
H: -1.6917 2.0696 4.7311  0.400
H: -2.9385 1.3787 3.7198  0.354
H: -1.3683 0.0328 6.0381  0.475
H: -3.5510 -0.1090 7.0894  0.408
H: -4.3670 0.4031 5.5894  0.333
H: -3.4785 1.5549 6.5099  0.362
H: -2.2122 -1.7175 5.7015  0.285
C: 3.3884 -1.1535 -2.7321  -0.333
O: 2.3511 -1.5565 -3.6137  -0.399
H: 4.2767 -1.7817 -2.7971  0.387
H: 3.6818 -0.1186 -2.9082  0.313
H: 3.0228 -1.1429 -1.7052  -0.132
H: 2.7957 -1.8204 -4.4226  0.206
C: -0.3238 -3.6505 -4.1008  -0.920
O: -0.0919 -2.5107 -3.3012  0.222
H: 0.2523 -4.4906 -3.7131  0.123
H: -1.3853 -3.8909 -4.0416  0.353
H: -0.0464 -3.5322 -5.1483  0.331
H: 0.8362 -2.2654 -3.3037  -0.012
C: 0.6005 -0.5245 -0.2753  0.663
O: -0.3347 -0.6968 0.7190  0.442
H: 1.3766 0.2269 -0.1296  -0.413
H: 1.1500 -1.4552 -0.4168  -0.127
H: 0.0986 -0.3094 -1.2186  -0.387
H: 0.0041 -1.0030 1.5635  -0.238
C: 1.1302 -1.0201 4.1554  -0.674
O: 1.3400 -0.7355 2.8355  0.226
H: 2.0429 -1.3418 4.6569  0.365
H: 0.7313 -0.1546 4.6844  0.117
H: 0.4085 -1.8178 4.3307  0.050
H: 2.2241 -0.3624 2.8068  0.116
C: -2.7107 -0.3101 -4.5269  -0.775
O: -2.0016 -0.3310 -3.2877  0.248
H: -2.7611 0.6574 -5.0264  0.309
H: -2.2657 -1.0355 -5.2080  0.251
H: -3.7674 -0.5701 -4.4655  0.241
H: -1.4067 -1.0816 -3.2225  -0.082

Atoms 1-2, force components in eV/Å:
-0.01 -0.29 0.06
-0.19 0.98 1.01

Summary:
HOMO-LUMO gap: 7.984 eV
Structure (SMILES): COC[C@H](C)N.COC[C@H](C)N.COC[C@H](C)N.COC[C@H](C)N.CC(C)O.CC(C)O.CC(C)O.CO.CO.CO.CO.CO
Strongest force on any atom: 3.62 eV/Å
ΔE to the lowest compared entry with this formula, charge and spin: 88.4 kJ/mol
Calculated total energy: -2317.486443 a.u.

=====

# 3
# C3H7NO

A cluster of 2 separate species, C3H7NO in total (ωB97M-V with the def2-TZVPD basis set, the Open Molecules 2025 dataset).

Last column: Mulliken charge in e.
Element x y z (Å)
C: -0.7023 1.5740 -0.0220  -0.676
C: -0.6074 0.6099 0.8937  -0.065
N: 0.6375 0.0348 1.1632  -0.431
C: 0.7888 -1.2110 1.0697  -0.223
H: 0.1866 2.0710 -0.3868  0.307
H: -1.6720 2.0202 -0.1912  0.250
H: -1.5229 0.2433 1.3405  0.305
H: 1.6910 -1.7351 1.3755  0.282
H: 0.0894 -1.8638 0.5281  0.251
O: 0.1963 -0.8512 -2.1459  -0.661
H: 1.0780 -0.5188 -2.2486  0.334
H: -0.1630 -0.3733 -1.3761  0.328

Atoms 1-2, force components in eV/Å:
-0.21 0.52 0.96
0.07 0.30 -1.63

Summary:
HOMO-LUMO gap: 9.846 eV
Structure (SMILES): C=CN=C.O
Strongest force on any atom: 1.66 eV/Å
ΔE to the lowest compared entry with this formula, charge and spin: 232.3 kJ/mol
Calculated total energy: -248.438033 a.u.